# 1
Computed, not measured: a structure of composition C25H24CrNO5S, with the ωB97M-V functional and the def2-TZVPD basis.

Each line ends with the Löwdin charge.
Geometry (Å):
1 Cr -0.74976 -1.05216 -0.90082  1.0858
2 S -0.27291 -2.45213 3.32540  1.1566
3 O 1.07864 -1.21368 -2.17050  -0.1154
4 O -0.74283 2.66090 -2.42591  0.0977
5 O -0.55191 0.88656 -1.07679  -0.1521
6 O -1.77214 -1.14052 -2.47591  -0.1231
7 O -2.44268 -0.36448 -4.46204  0.1095
8 N -0.42076 -1.10695 1.13664  -0.0016
9 C -1.57937 -0.61018 -3.65341  -0.5537
10 C 1.69466 0.07037 -2.46169  -0.2237
11 C 0.57145 0.81831 -3.19450  -0.0850
12 C -1.67424 3.93995 2.15800  -0.0354
13 C -0.25447 0.09158 4.55855  -0.0713
14 C -0.28614 1.46458 4.38212  -0.0165
15 C -0.75633 -3.06271 -0.63090  -0.1354
16 C -0.38355 -0.15938 2.15330  -0.2553
17 C -0.09638 -0.35515 -3.99226  -0.0776
18 C 0.83226 3.96764 2.05313  -0.0383
19 C -0.95160 -4.10426 -1.53517  -0.0906
20 C 2.79607 -0.31786 -3.45561  -0.0808
21 C -0.35732 2.04847 3.10904  -0.1529
22 C 0.75790 -1.55293 -3.54472  -0.2282
23 C 2.14101 -1.51013 -4.19640  -0.0800
24 C -0.46939 -5.78015 0.13800  -0.0767
25 C -0.40492 1.22051 1.99570  0.0510
26 C -0.33815 1.54633 -2.17791  -0.5688
27 C -0.45478 -3.45373 0.68987  -0.2528
28 C -0.33306 4.33394 4.22050  -0.0705
29 C -0.30237 -4.78447 1.07976  -0.0456
30 C -0.36634 -2.33660 1.60542  -0.5033
31 C -0.30123 -0.71340 3.43377  -0.4500
32 C -0.38330 3.56171 2.90108  -0.5563
33 C -0.80965 -5.43494 -1.16708  -0.0692
34 H 2.07847 -1.37296 -5.27366  0.1221
35 H -0.05526 -5.02211 2.10860  0.0997
36 H 0.85881 5.05211 1.93160  0.0872
37 H 0.94999 1.58471 -3.86524  0.1552
38 H -2.54963 3.60788 2.71959  0.0922
39 H 0.78881 3.51825 1.06031  0.0799
40 H -0.97123 -6.21242 -1.90332  0.1055
41 H 2.67064 -2.43941 -3.99185  0.1186
42 H -0.05200 -0.18984 -5.06532  0.1578
43 H 1.75960 3.65179 2.53556  0.0908
44 H 3.03466 0.51462 -4.11418  0.1204
45 H 2.03787 0.53565 -1.54214  0.1670
46 H -0.19835 -0.34463 5.54729  0.1115
47 H -0.34447 5.40418 4.01162  0.0855
48 H 0.57952 4.11410 4.77819  0.0856
49 H 3.70526 -0.61669 -2.93649  0.1165
50 H -0.25781 2.08797 5.26369  0.1025
51 H -1.19569 4.10832 4.85051  0.0868
52 H -1.73389 5.02274 2.03310  0.0878
53 H -0.46413 1.61778 0.98960  0.0997
54 H -1.25326 -3.87721 -2.55234  0.0988
55 H -0.35311 -6.81961 0.41496  0.1048
56 H -1.71001 3.48480 1.16786  0.0831
57 H 0.25881 -2.51504 -3.58663  0.1506

Cartesian forces, eV/Å:
0.8 0.2 -1.6
0.0 0.1 -0.2
-0.8 0.0 1.0
0.0 -0.1 0.2
-0.2 -0.1 0.5
-0.3 -0.2 0.4
0.0 -0.2 0.2
0.1 -0.2 0.2
0.4 0.4 -0.5
0.3 0.4 -0.3
-0.2 0.1 0.3
0.1 0.0 0.0
0.0 0.0 0.0
0.0 -0.1 0.0
0.0 -0.7 0.4
0.1 0.2 0.3
-0.3 -0.1 0.2
0.0 0.0 0.0
-0.1 0.2 -0.2
-0.1 -0.1 0.1
0.0 0.0 0.0
0.1 0.0 -0.5
-0.1 0.0 0.2
0.0 -0.1 -0.1
0.0 0.0 -0.2
0.2 0.1 -0.7
0.0 -0.2 -0.4
0.0 -0.1 0.0
0.0 0.3 0.1
0.0 0.2 0.4
0.0 -0.2 -0.1
0.0 0.1 0.0
0.0 0.0 0.1
0.0 0.0 0.0
0.0 -0.1 0.0
0.0 0.0 0.0
0.1 0.0 0.0
0.0 0.0 0.0
0.0 0.0 0.0
0.0 0.0 0.0
0.0 0.0 0.0
0.1 0.0 0.0
0.0 0.0 0.0
0.0 0.0 0.0
-0.1 -0.1 0.0
0.0 0.1 0.0
0.0 0.0 0.0
0.0 0.0 0.0
0.0 0.0 0.0
0.0 0.0 0.0
0.0 0.0 0.0
0.0 0.0 0.0
0.0 0.0 0.1
0.0 0.0 0.0
0.0 0.0 0.0
0.0 0.0 0.0
0.0 0.0 0.1

Summary:
* Kohn-Sham gap (alpha / beta): 7.599 / 8.041 eV
* highest occupied orbital energy (alpha / beta): -8.84 / -8.90 eV
* ΔE to the lowest compared entry with this formula, charge and spin: 37.17 kJ/mol
* electronic energy: -77301.42634 eV
* 2S+1: 4


# 2
Computed, not measured: the molecule C16H27N3O3S, with the ωB97M-V functional and the def2-TZVPD basis.

Each line ends with the Löwdin charge.
Geometry (Å):
1 S 5.73013 -1.15397 -2.24900  0.6399
2 O 2.03930 1.94703 -2.94757  0.0518
3 O -0.97432 1.65890 0.57374  -0.1486
4 O 3.86639 1.50790 1.38897  0.0720
5 N 4.64518 0.33499 -0.37484  0.1167
6 N 3.75118 0.55153 -2.49422  0.1170
7 N 0.96925 3.33594 -0.92073  0.0540
8 C -1.47603 3.53749 -0.83984  -0.1345
9 C -1.06865 -0.81108 0.24830  -0.3120
10 C 3.77280 1.25509 0.20731  -0.4462
11 C 2.80968 1.49032 -2.11049  -0.4093
12 C -3.07783 -2.30724 0.75400  -0.2182
13 C 4.66593 -0.04285 -1.67856  -0.8762
14 C -1.54941 2.01625 -0.66357  -0.2205
15 C -3.06489 -4.84831 0.98094  -0.1137
16 C -1.40216 0.42277 1.10083  -0.1795
17 C 1.34042 -1.07291 1.13122  -0.0780
18 C 0.43012 -0.89828 -0.07821  -0.2038
19 C 1.85562 2.69898 -0.19605  -0.0061
20 C 2.81115 1.83631 -0.71014  -0.0724
21 C -3.59921 -3.52566 1.51788  -0.2684
22 C -0.12327 4.09959 -0.38690  -0.1676
23 C -1.57703 -2.08423 0.93911  -0.1819
24 H -3.27886 -4.94180 -0.08162  0.0736
25 H -1.65124 3.76975 -1.89105  0.1165
26 H -0.06323 4.06261 0.70201  0.1252
27 H 2.36389 -1.23493 0.79996  0.0678
28 H -0.03848 5.14119 -0.71623  0.1252
29 H -1.04179 -2.93721 0.52029  0.1133
30 H 0.72514 0.00833 -0.61099  0.0869
31 H -1.35266 -2.03674 2.00640  0.1221
32 H 0.99171 3.13010 -1.92367  0.1323
33 H 0.57738 -1.74072 -0.75946  0.1166
34 H -3.29593 -2.43169 -0.30951  0.1160
35 H -0.90509 0.35234 2.07029  0.1305
36 H -1.01273 1.52425 -1.48797  0.1218
37 H -3.53441 -5.68136 1.49895  0.0678
38 H -2.25336 4.01813 -0.24581  0.1158
39 H -1.59791 -0.71625 -0.70790  0.1358
40 H 1.04080 -1.93151 1.72586  0.0721
41 H -4.68983 -3.53494 1.45172  0.1025
42 H -3.62190 -1.42661 1.10230  0.1022
43 H -2.48960 0.45762 1.26869  0.1231
44 H 3.76350 0.28057 -3.47102  0.1454
45 H -2.59984 1.69543 -0.70499  0.1302
46 H -1.99055 -4.92488 1.12478  0.0635
47 H -3.33415 -3.42830 2.57306  0.1059
48 H 5.33112 -0.09180 0.23763  0.1463
49 H 1.85214 2.85704 0.87622  0.1534
50 H 1.33157 -0.18718 1.75988  0.0739

Cartesian forces, eV/Å:
0.2 -0.2 -0.1
-0.1 0.1 -0.2
0.1 0.3 -0.1
0.0 0.0 0.3
0.0 0.0 0.2
-0.1 0.0 -0.1
0.2 -0.2 -0.4
0.2 -0.4 0.3
0.3 0.2 0.0
-0.2 0.1 -0.2
0.0 0.1 0.4
0.1 -0.1 0.3
0.2 -0.2 -0.1
-0.1 0.1 -0.2
-0.1 0.2 0.2
-0.2 -0.4 0.0
-0.1 0.1 -0.2
-0.2 0.1 0.0
0.2 -0.1 -0.1
0.0 0.0 -0.1
0.0 0.0 -0.2
-0.5 0.3 0.2
-0.3 0.3 -0.3
0.0 -0.1 -0.1
-0.1 0.0 0.0
0.0 0.1 -0.1
0.1 0.0 0.1
0.0 -0.1 0.1
0.1 -0.1 0.1
0.0 0.0 -0.1
0.1 -0.1 0.1
0.1 0.0 0.2
0.0 0.0 -0.1
0.0 0.1 -0.1
-0.1 -0.1 0.0
-0.1 0.0 0.1
0.0 -0.1 0.0
0.0 0.1 0.0
0.0 0.0 0.0
0.0 -0.1 0.1
0.0 0.0 0.1
0.0 0.1 -0.1
0.1 0.0 0.1
0.0 0.0 0.2
0.1 0.0 0.0
0.1 -0.1 0.0
-0.1 0.0 0.1
-0.1 0.1 -0.2
-0.1 0.0 0.0
0.1 0.1 0.2

Summary:
* structure (SMILES): CCCC[C@H](CC)COCCCNC=C1C(=O)NC(=S)NC1=O
* Kohn-Sham gap: 8.698 eV
* highest occupied orbital energy: -8.66 eV
* ΔE to the lowest compared entry with this formula, charge and spin: 15.45 kJ/mol
* electronic energy: -38480.17005 eV


# 3
Computed, not measured: a structure of composition C2H3AgLiO2, with the ωB97M-V functional and the def2-TZVPD basis.

Each line ends with the Löwdin charge.
Geometry (Å):
1 Ag 1.01744 2.04654 0.12069  0.8493
2 O 2.22815 0.50716 -0.14456  -0.1627
3 O -0.40691 0.60536 0.17761  -0.3676
4 C 0.16286 -0.54452 0.00084  -0.2445
5 C 1.57443 -0.58402 -0.14427  -0.2209
6 Li -2.34189 0.79982 0.32363  0.7344
7 H 2.09665 -1.54096 -0.25508  0.1345
8 H -3.89870 0.17221 -0.13325  0.1566
9 H -0.43204 -1.46159 0.05439  0.1209

Cartesian forces, eV/Å:
0.2 4.8 0.4
1.7 -3.5 -0.4
-3.4 -1.7 0.1
0.3 -0.6 0.3
0.5 0.6 -0.1
1.5 0.3 0.2
-0.1 0.2 0.0
-0.8 -0.3 -0.2
0.2 0.2 -0.1

Summary:
* Kohn-Sham gap (alpha / beta): 7.770 / 7.985 eV
* highest occupied orbital energy (alpha / beta): -12.10 / -13.07 eV
* ΔE to the lowest compared entry with this formula, charge and spin: 22.20 kJ/mol
* total charge: +1
* electronic energy: -10410.82376 eV
* 2S+1: 3